No. 1
Formula: C11H32O17S3
Source: the OMol25 dataset
Level of theory: the ωB97M-V functional and the def2-TZVPD basis

Last column: Löwdin charge in e.
CARTESIAN COORDINATES (ANGSTROEM)
1 H 1.151 -3.478 1.006  0.076
2 O -0.774 -0.094 0.746  -0.182
3 H 3.159 2.268 1.530  0.124
4 C 1.967 4.098 2.032  -0.154
5 O -0.733 0.875 -1.355  -0.193
6 H -0.189 0.227 5.094  0.069
7 S 3.769 4.362 3.629  0.513
8 O 3.040 -3.027 0.299  -0.152
9 H 0.965 -1.075 -4.339  0.074
10 C 2.067 -3.063 1.382  -0.118
11 O -1.869 2.277 3.231  -0.101
12 O -5.230 -3.102 -2.799  -0.193
13 H 1.664 -2.746 -2.258  0.062
14 H 1.085 -0.852 4.601  0.069
15 H -2.053 -0.667 -1.573  0.117
16 O -0.980 -0.704 -4.732  -0.163
17 H 1.448 0.391 5.818  0.097
18 H -2.369 1.284 0.840  0.139
19 H -2.324 -2.172 -3.921  0.089
20 H -2.762 -0.423 0.846  0.134
21 H -1.198 1.642 3.458  0.041
22 C 0.405 -0.453 -5.066  -0.119
23 H 1.408 4.603 1.205  0.148
24 H -3.874 -4.459 -3.393  0.142
25 O 2.470 -4.596 -2.050  -0.128
26 O -6.475 -0.962 -2.884  -0.193
27 C 3.240 3.355 1.463  -0.106
28 H -2.680 1.007 -1.709  0.134
29 H 1.310 3.270 2.456  0.089
30 O -4.835 -1.325 -1.143  -0.244
31 H 3.666 3.736 0.523  0.139
32 C -3.362 -2.355 -3.908  -0.165
33 O 2.565 5.078 2.922  -0.174
34 H 1.955 -2.064 1.863  0.083
35 H -1.532 3.973 4.390  0.074
36 S -5.259 -1.525 -2.506  0.579
37 O 1.193 0.933 3.790  -0.135
38 O -4.121 -1.149 -3.556  -0.188
39 O 0.681 1.807 0.427  -0.207
40 C -1.336 3.566 3.418  -0.137
41 H 2.871 -3.202 -3.572  0.104
42 C 0.869 0.156 4.915  -0.140
43 S 0.234 0.607 -0.164  0.506
44 O 1.160 -0.415 -0.496  -0.222
45 H -0.250 3.553 3.328  0.051
46 H -1.783 4.246 2.737  0.074
47 C -2.069 0.328 -1.157  -0.107
48 O 4.733 5.268 4.135  -0.199
49 H -3.742 -2.729 -4.891  0.156
50 H 2.996 -4.244 -1.353  0.017
51 H 1.900 1.560 4.008  0.051
52 C -2.118 0.300 0.361  -0.123
53 C -3.789 -3.435 -3.025  -0.147
54 O 3.261 3.385 4.513  -0.221
55 H 3.859 -2.628 0.670  0.101
56 H -1.458 0.147 -4.906  0.104
57 O 4.315 3.693 2.383  -0.195
58 H 0.686 0.586 -4.878  0.080
59 H 1.273 -4.019 -3.464  0.046
60 H 2.371 -3.780 2.136  0.068
61 C 2.007 -3.559 -2.896  -0.163
62 H -3.235 -3.516 -2.070  0.137
63 H 0.657 -0.765 -6.091  0.081

Output
net charge = 0
highest occupied orbital energy = -9.75 eV
calculated total energy = -79233.2220 eV
F_max = 3.47 eV/A

***

No. 2
Formula: C17H34Cl2NOP2Zr
Source: the OMol25 dataset
Level of theory: the ωB97M-V functional and the def2-TZVPD basis

Last column: Löwdin charge in e.
CARTESIAN COORDINATES (ANGSTROEM)
1 H -2.939 -1.162 1.748  0.155
2 O 2.442 0.058 -2.967  -0.078
3 H -2.411 -1.188 4.302  0.126
4 H -0.915 -4.591 -0.576  0.080
5 H 1.594 -3.532 -2.287  0.031
6 H 2.562 2.561 2.826  0.077
7 C -3.156 0.863 -0.043  -0.019
8 H -2.190 -1.925 -3.141  0.061
9 H 3.437 2.805 -0.998  0.059
10 N -1.894 0.283 2.882  -0.181
11 H 2.480 0.798 2.529  0.006
12 H 4.054 1.487 0.036  0.045
13 H -2.356 -3.578 -2.457  0.085
14 C -0.615 -3.607 -0.180  -0.254
15 C -2.002 -0.605 1.649  -0.094
16 H 4.632 -2.028 -4.011  0.126
17 H 0.041 3.614 1.256  0.053
18 C 3.436 -0.689 -2.888  -0.642
19 H 0.768 4.134 -0.264  0.055
20 C -3.087 1.830 -1.046  -0.005
21 H -3.962 0.575 3.053  0.124
22 C -0.806 0.377 -0.289  -0.379
23 H -4.100 0.569 0.429  0.141
24 H -1.126 -1.264 1.699  0.069
25 H 0.710 -2.787 -3.641  0.054
26 H -2.961 1.698 4.025  0.124
27 H 5.495 -0.581 -3.410  0.133
28 H -1.592 0.259 4.963  0.118
29 C -2.006 0.226 0.414  -0.262
30 C 3.455 2.409 0.024  -0.257
31 H -1.069 0.882 2.727  0.158
32 C 0.993 3.700 0.712  -0.227
33 C -2.100 -2.525 -2.232  -0.220
34 H 0.107 -4.314 -2.927  0.078
35 P -0.413 -2.404 -1.557  0.746
36 C 0.601 -3.354 -2.715  -0.265
37 H -0.657 -0.958 4.055  0.109
38 H -2.807 -2.139 -1.484  0.052
39 C -1.622 -0.453 4.139  0.026
40 Cl 3.578 -1.609 -1.296  0.683
41 H 0.318 -3.704 0.383  0.016
42 P 1.758 2.040 0.560  0.745
43 H -3.113 1.912 2.250  0.102
44 H 0.205 1.460 -1.952  0.081
45 C 1.979 1.753 2.364  -0.267
46 H -1.396 -3.247 0.504  0.043
47 Cl 1.504 -1.397 1.292  0.115
48 C 4.543 -0.944 -3.832  -0.008
49 H 0.992 1.704 2.849  0.033
50 H 1.644 4.400 1.272  0.083
51 H 4.367 -0.455 -4.798  0.124
52 C -0.744 1.272 -1.388  -0.220
53 C -1.869 2.060 -1.706  -0.018
54 H -3.989 2.401 -1.314  0.143
55 H -1.792 2.852 -2.474  0.140
56 Zr 1.152 -0.281 -0.838  1.099
57 C -3.059 1.182 3.060  0.022
58 H 3.898 3.153 0.707  0.077

Output
net charge = +3
highest occupied orbital energy = -17.65 eV
calculated total energy = -66597.3790 eV
F_max = 2.84 eV/A

***

No. 3
Formula: H4OS
Source: the OMol25 dataset
Level of theory: the ωB97M-V functional and the def2-TZVPD basis

Last column: Löwdin charge in e.
CARTESIAN COORDINATES (ANGSTROEM)
1 S 0.469 -1.640 -2.872  0.450
2 H -0.198 -2.785 -3.109  -0.225
3 H 0.126 1.792 3.983  0.046
4 H -0.500 2.217 2.622  0.046
5 O -0.738 1.946 3.537  -0.091
6 H 0.841 -1.529 -4.161  -0.225

Output
net charge = 0
highest occupied orbital energy = -9.85 eV
relative energy (zero: lowest compared OMol25 entry of this formula, charge and spin) = 11.9 kJ/mol
calculated total energy = -12947.3557 eV
F_max = 1.24 eV/A

***

No. 4
Formula: C32H34BF6FeN6O5S2Si
Source: the OMol25 dataset
Level of theory: the ωB97M-V functional and the def2-TZVPD basis

Last column: Löwdin spin population.
CARTESIAN COORDINATES (ANGSTROEM)
1 F 1.735 2.285 3.528  0.000
2 H -1.611 -5.532 1.746  0.001
3 C 1.581 1.426 4.502  0.002
4 H -3.071 3.031 0.194  0.000
5 O -2.748 0.417 2.856  0.026
6 H 3.341 -0.912 -4.134  0.001
7 Si 1.726 -1.037 -1.677  0.453
8 C -3.153 -3.272 -1.079  0.005
9 H 2.457 -3.210 0.440  0.002
10 H -1.978 4.314 0.769  0.000
11 C 2.156 -0.019 -5.669  0.003
12 C -2.121 3.475 0.041  0.001
13 N -2.831 -1.458 0.089  0.030
14 C 4.381 2.060 0.444  0.043
15 C -2.038 4.009 -1.396  0.000
16 H -0.755 4.987 -2.879  0.000
17 H -0.651 0.124 -2.903  0.011
18 F 1.532 2.023 5.688  0.001
19 C 2.888 0.132 -0.933  0.073
20 O -0.256 -0.299 5.340  0.001
21 C -1.718 -4.581 2.278  0.007
22 C 2.410 -0.471 -4.383  0.013
23 F -4.651 1.595 4.733  0.000
24 O -1.220 1.284 0.613  0.038
25 Fe -1.463 -0.667 1.502  3.760
26 F -3.140 2.789 5.743  0.001
27 H -2.478 3.296 -2.093  0.000
28 H 1.837 -5.454 -3.935  -0.001
29 C 1.796 -3.540 -2.909  0.035
30 H 0.939 2.405 0.617  0.000
31 H -2.669 4.892 -1.368  0.000
32 H 0.686 0.817 -6.962  0.000
33 N -0.930 1.799 4.103  -0.001
34 H 3.305 3.498 -0.767  -0.001
35 C -0.652 4.396 -1.978  0.000
36 C 0.116 0.095 -3.695  0.020
37 H 4.976 2.779 0.991  0.003
38 H -2.942 -4.269 -1.520  0.001
39 C -3.405 1.646 5.077  0.002
40 C 2.369 -3.651 -0.544  0.032
41 C -2.114 -2.964 3.712  0.010
42 S -2.395 1.672 3.516  0.005
43 H -0.072 3.490 -2.349  0.000
44 C 3.752 -0.222 0.091  0.045
45 N -2.240 -2.608 -0.377  0.004
46 F 2.589 0.531 4.453  0.000
47 H 2.637 -5.621 0.225  -0.001
48 C 0.154 5.220 -0.907  0.000
49 C 1.972 -4.914 -3.007  -0.002
50 H 2.430 -6.715 -2.010  0.002
51 H 1.390 -3.005 -3.755  0.001
52 H 2.898 -0.013 -6.458  0.000
53 H -0.382 -3.947 -0.194  0.003
54 C 0.873 0.425 -5.965  0.000
55 H 1.064 5.618 -1.340  0.000
56 N -1.283 -3.421 1.798  0.008
57 H -2.678 -5.061 4.157  0.001
58 H -1.161 0.778 -5.313  0.000
59 C 2.720 1.474 -1.175  0.039
60 C -1.031 2.511 0.368  0.006
61 B -0.957 -3.060 0.365  0.040
62 C 1.411 -0.329 -3.404  0.071
63 H 2.086 1.744 -2.019  0.001
64 C -0.152 0.456 -5.016  0.000
65 C 2.060 -2.866 -1.694  0.064
66 C -4.082 -1.462 -0.316  0.008
67 N -1.631 -2.406 2.617  0.038
68 C 0.469 4.479 0.426  0.000
69 C 4.504 0.729 0.783  -0.003
70 H -0.218 -2.085 0.357  0.036
71 C 3.451 2.443 -0.527  -0.005
72 H -0.484 6.080 -0.644  0.000
73 H 5.112 0.439 1.615  -0.001
74 N 0.195 3.034 0.344  0.002
75 C 2.284 -5.645 -1.896  0.030
76 H -5.292 -3.048 -1.386  0.000
77 O -2.729 2.933 2.863  0.001
78 C 2.480 -5.039 -0.672  -0.003
79 H -0.098 4.900 1.251  0.000
80 H -2.489 -2.456 4.557  0.000
81 C -4.345 -2.591 -1.077  0.004
82 S 0.001 0.524 4.210  0.004
83 H 3.871 -1.310 0.356  0.002
84 C -2.255 -4.327 3.511  0.004
85 H -4.708 -0.611 -0.065  0.000
86 H 1.517 4.587 0.707  0.000
87 F -3.098 0.607 5.894  0.000
88 O 0.221 -0.149 2.918  0.023

Output
net charge = 0
highest occupied orbital energy (spin up / spin down) = -6.55 / -9.05 eV
spin multiplicity = 6
calculated total energy = -133831.1059 eV
F_max = 2.03 eV/A

***

No. 5
Formula: C2H5IO3
Source: the OMol25 dataset
Level of theory: the ωB97M-V functional and the def2-TZVPD basis

Last column: Löwdin charge in e.
CARTESIAN COORDINATES (ANGSTROEM)
1 H 2.192 -0.364 -1.552  0.080
2 H -0.201 0.839 2.262  0.126
3 O 2.338 -1.010 -2.285  -0.106
4 O 0.694 -0.384 0.065  0.001
5 C -1.054 0.486 1.572  -0.075
6 H -1.443 -0.424 1.831  0.045
7 I -1.601 0.205 -1.532  0.787
8 O 1.128 -0.858 -2.971  -0.150
9 H 1.551 -1.140 -3.748  0.059
10 H -1.856 1.168 1.216  0.061
11 C -0.352 0.097 0.268  -0.828

Output
net charge = 0
highest occupied orbital energy = -9.36 eV
relative energy (zero: lowest compared OMol25 entry of this formula, charge and spin) = 275.4 kJ/mol
calculated total energy = -16394.4590 eV
F_max = 4.17 eV/A

***

No. 6
Formula: CH4I2N3
Source: the OMol25 dataset
Level of theory: the ωB97M-V functional and the def2-TZVPD basis

Last column: Löwdin charge in e.
CARTESIAN COORDINATES (ANGSTROEM)
1 N 0.729 -0.460 -0.662  0.187
2 I 0.418 -3.021 1.741  0.928
3 I -2.870 1.278 1.389  0.923
4 H 1.392 -1.232 -0.728  0.120
5 N -0.480 -1.177 1.228  -0.382
6 H -0.838 1.949 0.086  -0.032
7 C -0.169 -0.427 0.255  -0.361
8 N -1.524 1.204 -0.043  -0.511
9 H 0.725 0.239 -1.397  0.142
10 H -1.280 -0.940 1.814  -0.013

Output
net charge = +1
highest occupied orbital energy (spin up / spin down) = -13.30 / -13.30 eV
relative energy (zero: lowest compared OMol25 entry of this formula, charge and spin) = 249.4 kJ/mol
calculated total energy = -21763.2059 eV
F_max = 4.35 eV/A